[1]
80
Properties=species:S:1:pos:R:3 method="wB97M-V/def2-TZVPD" lumo_ev=2.3 de_lowest_kcal_mol=0.0 charge=-1 e_tot_ha=-5657.45040 orbital_gap_ev=6.76
Y 0.39262 0.36393 0.51785
O -3.50716 -0.44828 2.45278
C -2.32066 -0.19411 2.28467
O -1.80665 0.30564 1.22622
C -1.28951 -0.44276 3.40724
C -1.50438 -1.12669 4.60981
C -0.34093 -1.50528 5.29654
C 0.93102 -1.15807 4.86120
C 1.01145 -0.43642 3.66934
N -0.07884 -0.05931 3.02481
C 2.30953 -0.02798 2.96241
O 3.36260 -0.43964 3.42610
O 2.09720 0.61487 1.86475
H -2.50565 -1.39888 4.96429
H -0.43932 -2.08938 6.21662
H 1.83844 -1.39123 5.39259
C 2.69899 4.51633 -0.49032
C 1.79472 3.44533 0.01499
N 1.72181 2.27354 -0.60254
N 2.67262 2.03058 -1.49988
C 2.37686 1.11512 -2.45342
N 3.37621 0.85114 -3.31143
S 0.84579 0.39279 -2.75652
C 1.00299 3.65632 1.17057
C 1.27208 4.71146 2.07037
C 0.44192 4.83659 3.19254
C -0.70933 4.03118 3.31876
C -0.90201 3.02465 2.36030
N -0.00587 2.76978 1.40465
H 3.22660 4.14541 -1.36394
H 3.42721 4.75682 0.30572
H 2.15477 5.45573 -0.69564
H 4.23423 1.38281 -3.21076
H 3.28726 0.23119 -4.11802
H 2.11551 5.39167 1.90504
H 0.68798 5.57757 3.95596
H -1.40440 4.19004 4.12781
H -1.74518 2.35066 2.41083
C -3.26093 -2.25909 -0.42320
P -1.76561 -1.63920 -1.30518
C -0.87928 -3.14844 -1.89238
C -2.37842 -0.85651 -2.84558
C -2.71752 -1.65206 -3.94742
C -3.04006 -1.07290 -5.21001
C -3.13207 0.31328 -5.33433
C -2.85458 1.10963 -4.19274
C -2.43045 0.57029 -2.98121
P -1.78732 1.74949 -1.71844
C -1.29715 3.28488 -2.54858
C -3.33166 2.27001 -0.86601
H -3.90699 -2.85144 -1.10409
H -3.81869 -1.39232 -0.04895
H -2.89746 -2.85081 0.43707
H -1.46988 -3.74886 -2.61393
H -0.65051 -3.73484 -1.00084
H 0.07726 -2.88963 -2.34306
H -2.79945 -2.72495 -3.79967
H -3.27506 -1.75638 -6.02512
H -3.43742 0.79609 -6.24246
H -2.98706 2.20306 -4.26872
H -0.43771 3.03174 -3.20445
H -0.91294 3.95537 -1.76398
H -2.13344 3.74443 -3.12066
H -4.17551 2.31642 -1.58703
H -3.16926 3.27109 -0.41822
H -3.56587 1.53671 -0.06702
Br 4.39392 -7.56298 0.91875
C 3.65759 -5.85179 0.80880
C 3.12664 -5.20264 1.94003
C 2.35725 -4.05629 1.80169
C 2.24233 -3.44781 0.53013
C 2.81012 -4.03606 -0.58998
C 3.49170 -5.24677 -0.44697
C 1.50077 -2.14416 0.34619
O 1.93789 -1.26920 -0.46705
O 0.39608 -1.92406 0.99674
H 3.35063 -5.60487 2.91850
H 1.82384 -3.62841 2.65689
H 2.74452 -3.55684 -1.56526
H 3.88129 -5.74628 -1.32454

=====

[2]
75
Properties=species:S:1:pos:R:3 method="wB97M-V/def2-TZVPD" lumo_ev="3.8 / 3.8" charge=-2 e_tot_ha=-4999.96704 orbital_gap_ev="4.76 / 4.77"
Fe 0.70626 -0.45575 -0.03318
Te 0.52961 -2.74814 -1.83031
Te 2.44208 -4.55174 -2.31639
Te 0.53027 -4.95526 2.20831
Te -0.50689 -2.92201 0.77545
C 6.31232 -0.74039 0.95478
C 5.64898 -0.84369 -0.39608
C 6.50011 -1.04377 -1.47935
C 6.02906 -1.16404 -2.77833
C 4.67067 -1.09448 -3.01574
C 3.80573 -0.90709 -1.95134
C 4.25915 -0.77321 -0.64281
P 2.92354 -0.38421 0.58516
C 3.52080 -1.06572 2.17805
C 3.55532 -0.27138 3.32527
C 4.00214 -0.77937 4.52968
C 4.40744 -2.10843 4.60511
C 4.34119 -2.90748 3.47857
C 3.89457 -2.40736 2.25483
C 3.84625 -3.32580 1.06769
C 3.16740 1.43833 0.61256
C 4.15906 2.17148 1.26522
C 4.25135 3.54152 1.08664
C 3.36060 4.18284 0.23262
C 2.39869 3.45351 -0.44090
C 2.28442 2.06866 -0.27340
C 1.24358 1.25110 -0.97546
H 7.33890 -0.38923 0.83277
H 6.34731 -1.71420 1.44767
H 5.80070 -0.07031 1.63556
H 7.56668 -1.10112 -1.29075
H 6.72386 -1.32648 -3.59398
H 4.27196 -1.22347 -4.01290
H 2.73856 -0.89071 -2.13131
H 3.20573 0.74912 3.28609
H 4.00919 -0.14755 5.40980
H 4.74872 -2.52603 5.54508
H 4.61436 -3.95508 3.53556
H 3.40646 -4.28266 1.34908
H 4.84737 -3.50906 0.66347
H 3.23217 -2.94491 0.24808
H 4.84951 1.68206 1.93884
H 5.00994 4.10838 1.61387
H 3.42350 5.25663 0.09225
H 1.70636 3.95099 -1.11185
H 1.62022 0.96683 -1.97086
H 0.35961 1.87498 -1.14946
O 0.66240 0.12193 3.18558
S -0.03507 0.47026 1.93379
C -0.22774 2.28747 1.97374
C -1.66482 2.60634 2.37674
C -2.20163 1.38611 3.12777
C -1.79148 0.19326 2.28038
H 0.06362 2.70930 1.01570
H 0.49789 2.56936 2.73996
H -2.24844 2.74498 1.46793
H -1.70976 3.52106 2.97318
H -3.28606 1.42539 3.25251
H -1.74635 1.30095 4.11800
H -2.31680 0.14586 1.32973
H -1.83029 -0.77115 2.78582
Cl -5.96764 -0.78006 -5.42234
C -4.78836 -0.39368 -4.18362
C -3.90474 -1.37162 -3.76152
C -2.97581 -1.05690 -2.78161
C -2.93802 0.21996 -2.23165
C -3.83708 1.18398 -2.67305
C -4.76899 0.88559 -3.65360
C -1.93362 0.58612 -1.15367
O -1.98379 1.71692 -0.66144
O -1.13625 -0.35257 -0.83544
H -3.94028 -2.36255 -4.19319
H -2.26981 -1.80063 -2.43382
H -3.78636 2.16959 -2.22991
H -5.47290 1.62696 -4.00695

=====

[3]
69
Properties=species:S:1:pos:R:3 method="wB97M-V/def2-TZVPD" lumo_ev=-4.0 charge=+1 e_tot_ha=-1958.46506 orbital_gap_ev=5.86
C 7.19878 4.27353 0.96646
O 7.03740 2.90118 1.39952
C 5.77965 2.39471 1.51620
C 5.66842 1.03728 1.92075
C 4.40840 0.46567 2.04138
C 3.22144 1.17308 1.73607
C 1.92835 0.48422 1.78438
C 0.75817 0.85486 1.15427
C -0.55577 0.08771 1.15652
C -1.66947 1.14800 1.41076
C -2.55847 1.08201 2.49954
C -3.52197 2.03792 2.73289
C -3.67161 3.15080 1.85874
O -4.72566 3.99083 2.06556
C -5.03346 5.00937 1.08952
C -2.71547 3.29546 0.83554
C -1.74301 2.32597 0.63574
C 3.35405 2.53336 1.36871
C 4.61078 3.13354 1.24902
H 8.27515 4.41730 0.95476
H 6.78060 4.43944 -0.03782
H 6.71923 4.96122 1.67741
H 6.57828 0.49045 2.11776
H 4.33929 -0.57227 2.37177
H 1.93371 -0.45829 2.33196
H 0.72052 1.84160 0.70464
H -0.54711 -0.63473 2.00749
H -2.48773 0.24518 3.20921
H -4.22350 1.98842 3.55869
H -5.99815 5.41832 1.41508
H -4.28460 5.81006 1.08742
H -5.13004 4.58493 0.08355
H -2.77766 4.18029 0.18398
H -1.01317 2.52055 -0.15164
H 2.46567 3.12185 1.19553
H 4.68552 4.18289 0.94271
C -1.19646 -4.05480 0.57206
N -1.77256 -2.93747 -0.17545
C -0.96905 -1.95945 -0.79243
H -0.72645 -0.55162 0.38478
C 0.41758 -2.27663 -1.19006
C 0.57451 -3.17269 -2.24771
C 1.84179 -3.52061 -2.67898
Cl 1.99892 -4.61589 -3.96666
C 2.98460 -2.99306 -2.08541
C 2.83314 -2.11080 -1.00948
C 1.56272 -1.79178 -0.54413
N -1.82358 -1.24902 -1.67314
C -1.32205 -0.24824 -2.60442
C -2.90586 -2.08855 -1.93095
C -2.87059 -3.13055 -1.03112
C -3.66338 -4.25435 -1.20379
C -4.55869 -4.25541 -2.28966
C -4.60150 -3.19478 -3.18660
C -3.74318 -2.09168 -3.03335
H -1.99153 -4.77407 0.75542
H -0.41398 -4.59023 0.00725
H -0.79435 -3.69213 1.52434
H -0.29523 -3.60917 -2.74320
H 3.97816 -3.26080 -2.44186
H 3.68831 -1.66553 -0.52216
H 1.41511 -1.13833 0.31362
H -2.13337 0.02972 -3.28427
H -0.99724 0.62184 -2.02058
H -0.49242 -0.63166 -3.22356
H -3.59327 -5.08812 -0.53344
H -5.22376 -5.10917 -2.45559
H -5.29450 -3.23318 -4.03197
H -3.71843 -1.27849 -3.73156

=====

[4]
71
Properties=species:S:1:pos:R:3 method="wB97M-V/def2-TZVPD" lumo_ev=-2.3 de_lowest_kcal_mol=100.4 e_tot_ha=-1683.16506 orbital_gap_ev=4.42
C 0.62086 2.10467 2.67313
N 1.56216 3.07530 2.88913
O 2.79611 2.79519 3.04224
O 1.20875 4.29640 2.96200
C -0.76000 2.44866 2.87282
C -1.24374 3.77545 2.77392
C -2.58576 4.07329 2.97439
C -3.50686 3.05534 3.25591
C -4.90400 3.35689 3.37516
N -6.04769 3.60011 3.46010
C -3.04593 1.73541 3.40797
C -1.70245 1.44021 3.21960
H 0.91869 1.05758 2.73749
H -0.53343 4.56549 2.57352
H -2.91710 5.11140 2.90295
H -3.76232 0.95427 3.67664
H -1.33147 0.42189 3.35751
C -1.28769 -1.41123 -4.24572
N -1.05292 -1.20749 -2.84146
C -2.05097 -1.41099 -1.93018
O -3.20608 -1.74305 -2.18483
C -1.47343 -1.12752 -0.54897
C -1.52862 -2.34483 0.38132
C -2.94757 -2.75661 0.70621
C -3.40458 -4.02838 0.34541
C -4.74648 -4.36676 0.53394
C -5.62164 -3.44744 1.12914
C -5.14590 -2.19922 1.55164
C -3.80547 -1.85485 1.34531
N -0.11125 -0.70162 -0.85781
C 0.72421 -0.29425 0.11337
C 2.01978 0.15236 -0.13044
C 2.84574 0.76790 0.80008
C 4.25858 0.96776 0.56304
C 5.14083 1.26566 1.63713
C 6.50273 1.45215 1.43349
C 7.04710 1.35635 0.14155
C 6.20357 1.04775 -0.93393
C 4.83623 0.85674 -0.73332
C 0.21714 -0.77327 -2.29413
C 0.64717 0.57413 -2.94679
C 1.55825 0.19244 -4.11094
C 1.99633 -1.27827 -3.91674
C 1.32709 -1.81358 -2.65198
H -2.31284 -1.76900 -4.36459
H -1.16915 -0.47613 -4.80447
H -0.59707 -2.15452 -4.65881
H -2.04404 -0.29266 -0.09722
H -0.99978 -3.17798 -0.10952
H -0.97832 -2.10451 1.30466
H -2.70390 -4.72569 -0.12318
H -5.10515 -5.34424 0.20554
H -6.67265 -3.70753 1.26983
H -5.81434 -1.48100 2.03276
H -3.42104 -0.87590 1.64927
H 0.32469 -0.33281 1.13028
H 2.41171 -0.02454 -1.13466
H 2.47789 1.04862 1.77366
H 4.71624 1.35178 2.63656
H 7.14965 1.68091 2.28136
H 8.11526 1.51367 -0.02274
H 6.61140 0.96009 -1.94237
H 4.20270 0.62386 -1.59236
H -0.24645 1.13072 -3.25922
H 1.18021 1.18167 -2.21058
H 1.02717 0.30452 -5.06605
H 2.43759 0.84857 -4.15783
H 1.70732 -1.87903 -4.79022
H 3.09001 -1.34148 -3.83912
H 2.03628 -1.89704 -1.82154
H 0.86867 -2.80178 -2.79828

=====

[5]
74
Properties=species:S:1:pos:R:3 method="wB97M-V/def2-TZVPD" lumo_ev="-3.6 / -4.8" de_lowest_kcal_mol=0.0 charge=+1 spin_multiplicity=5 e_tot_ha=-2522.22042 s_squared=6.026 orbital_gap_ev="7.14 / 6.89"
Ru -0.67348 -0.52560 0.23168
O 5.52835 -0.37718 0.83512
C 4.20462 -0.45958 0.64719
C 3.62353 -0.61835 -0.61115
C 2.24970 -0.68205 -0.68993
N 1.48784 -0.59580 0.39426
C 2.03125 -0.43778 1.60240
C 3.39037 -0.37292 1.78115
C 1.01744 -0.32821 2.72354
O 1.35820 -0.19582 3.86996
O -0.21903 -0.38752 2.27940
C 1.47433 -0.87760 -1.98470
O 2.06604 -0.90343 -3.04154
O 0.20444 -1.01606 -1.78157
H 6.00318 -0.47054 0.00013
H 4.20275 -0.69432 -1.52326
H 3.80659 -0.25179 2.77122
O -3.35538 -0.67519 0.28884
C -2.62982 0.27328 0.30351
C -2.94500 1.69018 0.51286
C -4.22043 2.10941 0.88895
C -4.43113 3.45732 1.10901
C -3.38675 4.36675 0.95115
C -2.12305 3.94480 0.56378
C -1.90037 2.59316 0.34307
P -0.35933 1.86088 -0.27768
C -0.17529 2.46552 -1.96410
C 0.26379 3.77525 -2.18016
C 0.31853 4.27819 -3.46722
C -0.06186 3.48102 -4.54110
C -0.49912 2.18374 -4.32842
C -0.56107 1.67074 -3.04047
C 0.98936 2.54023 0.70324
C 0.80919 2.74339 2.07109
C 1.88197 3.13089 2.85896
C 3.13271 3.31360 2.28637
C 3.31632 3.10507 0.92531
C 2.25056 2.71278 0.13150
H -5.01457 1.38570 1.01464
H -5.40855 3.80861 1.40979
H -3.56521 5.41873 1.13048
H -1.32321 4.66317 0.43806
H 0.57274 4.39657 -1.34843
H 0.66191 5.29012 -3.63504
H -0.00979 3.87487 -5.54744
H -0.78208 1.55985 -5.16509
H -0.87226 0.64782 -2.88137
H -0.15959 2.57913 2.52803
H 1.74146 3.27517 3.92136
H 3.96868 3.61552 2.90331
H 4.29267 3.24779 0.48079
H 2.39911 2.54637 -0.92880
C 1.33347 -4.12236 -0.69294
C 0.38786 -4.04007 0.50292
P -1.07189 -2.97081 0.27472
C -1.88182 -3.50495 -1.26472
C -2.23017 -4.98855 -1.36013
C -2.18459 -3.34403 1.68378
C -2.12563 -4.75405 2.27008
H 2.08767 -4.88714 -0.51052
H 1.85188 -3.18344 -0.86922
H 0.80847 -4.38911 -1.61017
H 0.90857 -3.68205 1.39560
H 0.00876 -5.03472 0.74661
H -1.21407 -3.19228 -2.07062
H -2.77872 -2.88703 -1.35957
H -1.35424 -5.62277 -1.21863
H -2.63777 -5.20988 -2.34600
H -2.98032 -5.27294 -0.62304
H -3.19040 -3.10658 1.33017
H -1.95176 -2.60840 2.45786
H -2.30027 -5.52501 1.52076
H -2.89207 -4.85847 3.03748
H -1.16425 -4.95128 2.74289

=====

[6]
77
Properties=species:S:1:pos:R:3 method="wB97M-V/def2-TZVPD" lumo_ev=0.3 e_tot_ha=-7945.97537 smiles="CC[C@H](Cl)[C@]1([C@H](Br)[C@@H](C)Br)COS(=O)(=O)O1.Fc1ccccc1.Fc1ccccc1.Fc1ccccc1.Fc1ccccc1" orbital_gap_ev=9.37
C 4.73916 -0.06690 -2.74951
C 5.28401 0.93423 -1.71998
C 4.22640 1.36974 -0.70325
Cl 4.78635 2.81856 0.17940
C 3.62183 0.23706 0.22283
C 4.57216 -0.97689 0.46183
Br 3.60554 -2.67648 0.42651
C 5.55915 -0.99942 1.65112
C 6.39705 0.25743 1.85771
Br 4.78642 -1.47961 3.36086
C 2.24887 -0.12887 -0.40926
O 1.36418 -0.42188 0.66261
S 1.71719 0.49584 1.92473
O 0.99513 1.72546 1.83884
O 1.66522 -0.31144 3.09204
O 3.21632 0.80602 1.48562
H 5.54886 -0.44638 -3.37552
H 4.00350 0.41131 -3.40239
H 4.25487 -0.93738 -2.29273
H 5.58732 1.83759 -2.25081
H 6.16097 0.52439 -1.21804
H 3.38625 1.75328 -1.28457
H 5.20017 -1.08048 -0.42016
H 6.23189 -1.83004 1.43084
H 6.81365 0.61847 0.91650
H 7.22978 0.00908 2.51998
H 5.82223 1.04588 2.33591
H 1.84993 0.72418 -0.96614
H 2.28278 -0.98133 -1.08684
F -2.48026 1.11964 -3.50744
C -2.60947 0.32336 -2.42114
C -1.47700 -0.00306 -1.70349
C -1.60814 -0.82140 -0.59032
C -2.85964 -1.29791 -0.22085
C -3.98040 -0.95537 -0.96471
C -3.86461 -0.13463 -2.07820
H -0.51738 0.38389 -2.02053
H -0.73273 -1.08368 -0.01587
H -2.95973 -1.93360 0.64870
H -4.95704 -1.32265 -0.67921
H -4.72657 0.14976 -2.66670
F -3.73001 -0.37346 -10.02497
C -3.53329 -0.51742 -8.69692
C -3.58816 0.60300 -7.89271
C -3.38647 0.44982 -6.52787
C -3.12975 -0.80673 -5.99520
C -3.08262 -1.91536 -6.82958
C -3.28619 -1.77927 -8.19592
H -3.78649 1.57020 -8.33411
H -3.42673 1.31377 -5.87893
H -2.96895 -0.92305 -4.93278
H -2.88310 -2.89558 -6.41648
H -3.25620 -2.62767 -8.86579
F 6.31572 0.48044 6.83190
C 5.11560 1.03777 7.10219
C 3.97468 0.41721 6.63609
C 2.74567 0.99906 6.91213
C 2.67536 2.17677 7.64417
C 3.84040 2.77633 8.10272
C 5.07780 2.20788 7.83355
H 4.05193 -0.49521 6.06262
H 1.84264 0.53009 6.54428
H 1.71475 2.62787 7.85329
H 3.78981 3.69567 8.67133
H 5.99912 2.65579 8.17999
F -7.20832 0.13652 -1.20721
C -7.67064 -0.30204 -0.01586
C -8.03346 0.62572 0.93887
C -8.50297 0.16353 2.15997
C -8.60047 -1.19925 2.40732
C -8.22715 -2.10788 1.42678
C -7.75686 -1.66290 0.19900
H -7.94454 1.68168 0.72376
H -8.79358 0.87492 2.92158
H -8.96635 -1.55181 3.36206
H -8.30052 -3.17082 1.61510
H -7.46488 -2.35138 -0.58279